1.
Below is one molecule with the formula C20H23NO4, with properties calculated with the ωB97M-V functional and the def2-TZVPD basis.

The SMILES is CCCOc1ccc([C@H](CC(=O)O)NC(=O)Cc2ccccc2)cc1. The calculation puts the orbital gap at 9.17 eV. The energy relative to the best compared isomer or geometry (same formula, charge and spin) comes out at 0.5914 eV. The value obtained for the electronic energy is -1131.6804 Ha. The LUMO energy is 0.476 eV. As for the HOMO energy: -8.7 eV.

XYZ file:
```
48
Properties=species:S:1:pos:R:3:nbo_charge:R:1
C -3.7368 -1.2827 -3.7213 -0.611
C -2.8107 -1.3799 -4.9276 -0.419
C -1.4425 -0.7273 -4.7058 -0.059
O -0.6323 -1.4676 -3.8129 -0.497
C -0.6284 -1.2285 -2.4787 0.320
C 0.0619 -2.1722 -1.7123 -0.269
C 0.1676 -2.0338 -0.3458 -0.117
C -0.4114 -0.9503 0.3027 -0.103
C -1.0927 -0.0105 -0.4588 -0.147
C -1.2042 -0.1387 -1.8308 -0.319
H -1.7498 0.6146 -2.3762 0.217
H -1.5582 0.8368 0.0252 0.203
C -0.3063 -0.7872 1.7951 -0.069
N 0.3497 0.4836 2.0819 -0.610
C 0.8219 0.8051 3.2936 0.710
O 0.6668 0.0980 4.2780 -0.664
C 1.5491 2.1419 3.3530 -0.535
C 2.5148 2.2778 2.2104 0.073
C 3.7467 1.6365 2.2631 -0.246
C 4.6232 1.7104 1.1960 -0.181
C 4.2776 2.4234 0.0599 -0.217
C 3.0534 3.0657 -0.0019 -0.197
C 2.1764 2.9916 1.0666 -0.269
H 1.2262 3.5070 1.0154 0.210
H 2.7796 3.6271 -0.8830 0.216
H 4.9617 2.4806 -0.7732 0.217
H 5.5784 1.2100 1.2503 0.216
H 4.0157 1.0781 3.1478 0.217
H 2.0637 2.1927 4.3133 0.247
H 0.7987 2.9357 3.3205 0.236
H 0.5440 1.0897 1.2988 0.419
H 0.3321 -1.5853 2.1988 0.220
C -1.6940 -0.8616 2.4804 -0.532
H -2.4852 -0.9532 1.7366 0.242
C -1.7926 -2.0576 3.4275 0.792
O -2.6196 -2.9169 3.2893 -0.585
O -0.9000 -2.0847 4.4033 -0.698
H -0.2984 -1.2916 4.4168 0.517
H -1.8661 0.0460 3.0634 0.231
H 0.6985 -2.7800 0.2261 0.210
H 0.5070 -3.0121 -2.2211 0.227
H -0.8866 -0.7346 -5.6492 0.195
H -1.5550 0.3126 -4.3850 0.168
H -3.2764 -0.8958 -5.7884 0.204
H -2.6474 -2.4300 -5.1761 0.209
H -3.9389 -0.2432 -3.4708 0.197
H -3.2975 -1.7708 -2.8544 0.214
H -4.6841 -1.7691 -3.9409 0.215
```

***

2.
Below is a 5-piece molecular cluster, C24H53BrFN3O11P2 overall, with properties calculated with the ωB97M-V functional and the def2-TZVPD basis.

The SMILES is N=[PH2][C@@H](O)O[C@@H]([C@H](F)Nc1cccnc1)P(O)Br.COCCOC.COCCOC.COCCOC.COCCOC. The calculation puts the orbital gap at 8.90 eV. The value obtained for the electronic energy is -5294.5386 Ha. The LUMO energy is 0.110 eV. As for the HOMO energy: -8.8 eV.

XYZ file:
```
95
Properties=species:S:1:pos:R:3:lowdin_charge:R:1
N 2.8992 5.1119 -5.1991 -0.293
P 4.3478 4.6018 -4.8754 0.762
C 4.6682 2.9702 -5.7226 -0.530
O 4.7367 3.2369 -7.0848 0.000
O 5.8666 2.2915 -5.3786 -0.144
C 5.9331 1.7945 -4.0598 -0.468
C 5.2168 0.4380 -3.8869 -0.378
F 4.2427 0.3613 -4.8552 0.024
N 4.5634 0.3041 -2.6156 0.092
C 5.3478 -0.0686 -1.5036 -0.252
C 5.1323 0.5580 -0.2787 -0.019
C 5.8726 0.1579 0.8191 -0.063
C 6.8040 -0.8623 0.6560 -0.162
N 7.0340 -1.4683 -0.5010 0.072
C 6.3116 -1.0778 -1.5443 -0.111
P 7.7485 1.6053 -3.5675 0.611
O 8.3345 2.9359 -4.3159 -0.372
Br 8.4639 0.0132 -4.9585 0.334
H 2.3509 5.2315 -4.3594 -0.046
H 5.3525 5.4826 -5.3344 0.011
H 4.5115 4.4000 -3.4866 0.005
H 3.7714 2.3753 -5.5747 0.107
H 5.5766 3.6817 -7.2464 0.100
H 5.5313 2.4819 -3.3117 0.091
H 5.8698 -0.4101 -4.0368 0.083
H 3.9875 1.1094 -2.4067 0.108
H 4.3983 1.3443 -0.1783 0.111
H 5.7441 0.6113 1.7859 0.099
H 7.3762 -1.1924 1.5090 0.099
H 6.4940 -1.5933 -2.4749 0.104
H 7.6583 3.6193 -4.3781 0.041
C -0.5449 -0.4272 -2.5163 -0.096
O -1.0120 0.8959 -2.3012 -0.189
C -0.1722 1.6573 -1.4515 -0.203
C 0.7239 2.5910 -2.2342 -0.201
O 1.6544 1.8809 -3.0382 -0.218
C 1.2696 1.7943 -4.4053 -0.100
H -1.0895 -0.8379 -3.3654 0.091
H 0.5239 -0.4526 -2.7408 0.085
H -0.7515 -1.0451 -1.6361 0.079
H 0.4256 0.9997 -0.8118 0.127
H -0.8250 2.2543 -0.8055 0.119
H 1.2994 3.1991 -1.5279 0.123
H 0.1232 3.2668 -2.8498 0.129
H 1.4517 2.7518 -4.9070 0.070
H 0.2203 1.5180 -4.5231 0.090
H 1.8892 1.0300 -4.8705 0.079
C -3.2053 -3.3526 -1.4247 -0.108
O -2.1927 -3.0705 -0.4739 -0.203
C -2.7090 -2.6258 0.7718 -0.205
C -2.7391 -3.7267 1.8076 -0.197
O -3.6493 -4.7578 1.4505 -0.199
C -3.0226 -5.8934 0.8830 -0.107
H -2.7541 -3.9217 -2.2361 0.090
H -4.0161 -3.9406 -0.9898 0.084
H -3.6107 -2.4198 -1.8325 0.089
H -3.7083 -2.1985 0.6420 0.127
H -2.0452 -1.8310 1.1286 0.121
H -3.0827 -3.3085 2.7579 0.109
H -1.7363 -4.1351 1.9635 0.133
H -2.5305 -6.4897 1.6595 0.088
H -2.2879 -5.6134 0.1248 0.084
H -3.7975 -6.4986 0.4152 0.089
C -4.2569 -4.7351 4.9322 -0.105
O -3.3476 -3.6967 5.2683 -0.206
C -3.9806 -2.5811 5.8750 -0.207
C -3.8253 -2.5892 7.3798 -0.207
O -4.4976 -3.6847 7.9770 -0.190
C -3.6406 -4.7618 8.3095 -0.111
H -3.6776 -5.6336 4.7255 0.093
H -4.9516 -4.9436 5.7483 0.086
H -4.8198 -4.4691 4.0318 0.084
H -5.0396 -2.5443 5.6021 0.128
H -3.4989 -1.6806 5.4796 0.124
H -4.2717 -1.6750 7.7836 0.125
H -2.7648 -2.5951 7.6497 0.126
H -3.0603 -4.5283 9.2088 0.088
H -2.9576 -5.0027 7.4918 0.083
H -4.2662 -5.6294 8.5120 0.089
C -3.1858 1.6824 2.0977 -0.106
O -2.9307 2.8388 1.3205 -0.199
C -4.0032 3.1775 0.4534 -0.205
C -4.8527 4.2962 1.0139 -0.206
O -5.5264 3.9086 2.2004 -0.190
C -4.8992 4.3692 3.3831 -0.112
H -2.4476 1.6538 2.8982 0.090
H -4.1846 1.7032 2.5387 0.086
H -3.0778 0.7786 1.4870 0.078
H -4.6202 2.2987 0.2443 0.128
H -3.5628 3.5110 -0.4914 0.125
H -5.6178 4.5580 0.2767 0.126
H -4.2386 5.1840 1.1934 0.126
H -5.0925 5.4373 3.5305 0.089
H -3.8206 4.1976 3.3626 0.083
H -5.3273 3.8178 4.2188 0.089
```

***

3.
Below is a 2-piece molecular cluster, CH8NO overall, with properties calculated with the ωB97M-V functional and the def2-TZVPD basis.

The calculation puts the orbital gap at 11.85 eV. As for the net charge: +1. The energy relative to the best compared isomer or geometry (same formula, charge and spin) comes out at 0.5299 eV. The value obtained for the electronic energy is -172.6305 Ha. The LUMO energy is -3.836 eV. As for the HOMO energy: -15.7 eV.

XYZ file:
```
11
Properties=species:S:1:pos:R:3:nbo_charge:R:1
N 1.5586 -1.0105 -0.6472 -0.890
H 1.5470 -1.6628 0.1250 0.446
H 2.4353 -0.5265 -0.7817 0.442
H 0.7937 -0.2803 -0.4234 0.480
H 1.3823 -1.4750 -1.5408 0.444
C -1.3781 0.8780 0.9546 -0.244
O -0.5677 0.4918 -0.2170 -0.788
H -0.8150 1.6188 1.5006 0.205
H -1.6062 -0.0494 1.4436 0.196
H -2.3239 1.2810 0.6138 0.204
H -1.0258 0.7351 -1.0275 0.505
```

***

Among the records above, which one has the lowest orbital gap? C24H53BrFN3O11P2

***

Among the records above, which one has the lowest orbital gap? C24H53BrFN3O11P2